# 1
Computed, not measured: a structure of composition C2H3N2O2, with ωB97M-V/def2-TZVPD.

Calculated values
Frontier orbital gap   8.73 eV
Spin multiplicity   1
Net charge   +1

XYZ file:
```
9
Properties=species:S:1:pos:R:3:forces:R:3
C -0.7844 0.2880 0.3389 -1.052 -0.398 -0.689
C 0.5609 0.9278 0.3889 -0.381 -2.460 -0.101
N -0.9164 -0.9555 0.4776 1.614 0.193 -0.342
N 1.5721 -0.9965 -0.9379 -2.799 -1.257 -3.290
O 0.7725 -1.0430 -1.7173 2.635 -0.507 1.748
O 1.5510 0.5831 -0.2388 0.555 1.515 0.728
H -1.6205 0.9585 0.1651 -0.075 0.406 0.025
H 0.7060 1.5444 1.1990 0.413 2.535 1.528
H -1.8412 -1.3070 0.3246 -0.911 -0.026 0.393
```
Positions in Å, forces in eV/Å.

=====

# 2
Computed, not measured: the ion C2H3N2O2 with charge +1, with ωB97M-V/def2-TZVPD.

Calculated values
Structure (SMILES)   O[n+]1ccon1
Frontier orbital gap   11.45 eV
Spin multiplicity   1
Net charge   +1

XYZ file:
```
9
Properties=species:S:1:pos:R:3:forces:R:3
O 1.9810 0.2768 -0.0360 0.868 1.952 0.033
N 0.6952 0.0568 -0.0386 -1.509 -1.820 0.286
C -0.4164 0.8509 -0.0179 1.547 2.380 -0.084
C -1.4077 -0.0590 -0.0015 0.191 0.938 -0.379
O -0.9365 -1.2670 -0.0597 2.337 -0.659 0.691
N 0.4136 -1.1731 -0.0091 -1.006 -1.994 -0.646
H 2.3538 -0.5935 0.1663 0.617 -0.350 0.014
H -0.2505 1.9520 -0.0345 -0.769 -1.113 0.084
H -2.4325 -0.0439 0.0310 -2.276 0.667 0.001
```
Positions in Å, forces in eV/Å.

=====

# 3
Computed, not measured: the ion C2H3N2O2 with charge +1, with ωB97M-V/def2-TZVPD.

Calculated values
Structure (SMILES)   O=C/C=[NH+]\N=O
Frontier orbital gap   8.34 eV
Spin multiplicity   1
Net charge   +1

XYZ file:
```
9
Properties=species:S:1:pos:R:3:forces:R:3
O -2.0385 0.1516 -0.2148 -0.314 -0.356 -0.389
C -1.1131 -0.0242 0.5057 -1.515 -0.624 -3.091
C 0.1121 -0.8036 0.2557 0.609 3.872 -1.843
N 1.1025 -0.1406 -0.2640 -0.082 -3.809 2.459
N 0.8969 1.0201 -1.1119 -0.803 4.309 -2.614
O 0.0165 1.8038 -0.9293 2.525 -3.279 0.796
H -1.0378 0.3444 1.4351 -0.036 1.731 4.219
H -0.0003 -1.7364 0.6462 1.079 -3.101 0.892
H 2.0617 -0.6151 -0.3228 -1.462 1.257 -0.429
```
Positions in Å, forces in eV/Å.